--- P ---
C3H4N2S in the gas phase, computed with ωB97M-V with the def2-TZVPD basis set.

Last column: natural (NBO) charge in e.
Cartesian coordinates (Å):
1 C -0.93918 -0.90868 1.99299  0.407
2 C 0.12444 0.38811 0.38165  -0.154
3 C -0.81019 0.28970 -0.77217  -0.505
4 N 0.18612 -0.70364 1.30683  -0.663
5 N -1.98069 -0.97736 2.47453  -0.350
6 S -1.33508 1.40452 0.52794  0.145
7 H 1.08545 -0.85586 1.74419  0.423
8 H 1.04118 0.95757 0.27716  0.235
9 H -0.58395 0.80794 -1.69318  0.231
10 H -1.37579 -0.62604 -0.87845  0.233

Output
**Lowest unoccupied orbital energy**: 0.59 eV
**Highest occupied orbital energy**: -9.06 eV



--- Q ---
C3H4N2S in the gas phase, computed with ωB97M-V with the def2-TZVPD basis set.

Last column: natural (NBO) charge in e.
Cartesian coordinates (Å):
1 C 0.44598 -0.26804 0.32264  0.214
2 C -0.54285 -1.32900 0.18175  0.367
3 C -0.42493 0.97400 -0.16544  -0.590
4 N 1.52454 -0.46571 0.85361  -0.581
5 N -0.57149 -2.48231 -0.10663  -0.578
6 S -2.05343 0.23618 0.30841  -0.070
7 H -0.17877 2.01726 0.06081  0.239
8 H -0.43040 0.88411 -1.28180  0.221
9 H 2.33940 0.16755 0.93528  0.382
10 H -1.36707 -3.00434 -0.33422  0.396

Output
**Lowest unoccupied orbital energy**: 0.26 eV
**Highest occupied orbital energy**: -8.73 eV



--- R ---
2 unconnected molecules or ions with the total composition C3H4N2S, computed with ωB97M-V with the def2-TZVPD basis set.

Last column: natural (NBO) charge in e.
Cartesian coordinates (Å):
1 C -2.25245 -0.18644 -0.07710  0.069
2 C -1.23628 -1.00253 -0.30295  0.362
3 C 1.52238 0.82011 0.20584  -0.724
4 N -3.28208 0.35227 0.18483  -0.167
5 N -0.13074 -1.50118 -0.09869  -0.521
6 S 0.11792 1.90523 -0.22522  -0.106
7 H 2.20078 0.92197 -0.54105  0.213
8 H 0.99492 -0.05653 0.33054  0.227
9 H 1.90248 1.14839 1.14285  0.219
10 H 0.16308 -2.40130 -0.61904  0.428

Output
**Lowest unoccupied orbital energy (spin up / spin down)**: -2.81 / -2.81 eV
**Highest occupied orbital energy (spin up / spin down)**: -7.94 / -7.95 eV



Quick one: least stable of them? R



--- P ---
2 unconnected molecules or ions with the total composition C4H12, computed with ωB97M-V with the def2-TZVPD basis set.

Last column: natural (NBO) charge in e.
Cartesian coordinates (Å):
1 C 0.76494 -1.08352 -1.42046  -0.451
2 C 0.47816 -2.56685 -1.82012  -0.512
3 H 1.48659 -0.73503 -2.07073  0.385
4 H -0.08325 -0.49264 -1.17919  0.281
5 H 1.40455 -1.03562 -0.50883  0.364
6 H 1.44960 -2.94931 -2.17632  0.263
7 H -0.24766 -2.71950 -2.51699  0.268
8 H 0.42179 -3.07302 -0.88059  0.394
9 C 0.00333 1.59628 1.24911  -0.616
10 C -1.38677 2.00359 2.02605  -0.557
11 H 0.41046 2.58157 1.04128  0.222
12 H 0.63987 0.84623 1.48677  0.190
13 H -0.45329 1.34918 0.27251  0.162
14 H -1.95942 2.35997 1.32575  0.193
15 H -1.12842 2.79298 2.62311  0.209
16 H -1.80047 1.12569 2.54863  0.206

Output
**Lowest unoccupied orbital energy (spin up / spin down)**: -3.59 / -12.21 eV
**<S²>**: 0.7526
**Charge**: +1
**Highest occupied orbital energy (spin up / spin down)**: -14.49 / -14.48 eV
**Multiplicity**: 2



--- Q ---
2 unconnected molecules or ions with the total composition C4H12, computed with ωB97M-V with the def2-TZVPD basis set.

Last column: natural (NBO) charge in e.
Cartesian coordinates (Å):
1 C -0.10238 0.11616 1.94720  -0.618
2 C 0.17713 -1.23788 2.32185  -0.520
3 H 0.18380 0.83943 2.78084  0.401
4 H 0.40037 0.49247 1.05054  0.308
5 H -1.18834 0.33719 1.93328  0.314
6 H -0.35563 -1.49870 3.26864  0.353
7 H -0.44432 -2.07954 1.82111  0.438
8 H 1.17631 -1.63400 2.15260  0.302
9 C 0.43718 -0.01038 -2.02948  -0.600
10 C -0.42028 1.21948 -2.32774  -0.621
11 H 1.51963 0.16477 -2.06069  0.217
12 H 0.33123 -0.36268 -0.98609  0.151
13 H 0.29685 -0.87612 -2.67698  0.229
14 H 0.04516 2.19485 -2.18252  0.219
15 H -0.77771 1.13341 -3.35157  0.231
16 H -1.27899 1.20153 -1.66099  0.196

Output
**Lowest unoccupied orbital energy (spin up / spin down)**: -3.55 / -11.23 eV
**<S²>**: 0.7533
**Charge**: +1
**Highest occupied orbital energy (spin up / spin down)**: -14.87 / -14.84 eV
**Multiplicity**: 2



--- R ---
2 unconnected molecules or ions with the total composition C4H12, computed with ωB97M-V with the def2-TZVPD basis set.

Last column: natural (NBO) charge in e.
Cartesian coordinates (Å):
1 C -0.12324 1.35257 1.28806  -0.533
2 C -0.09818 1.20003 2.80101  -0.524
3 H 0.92794 1.69328 1.03404  0.436
4 H -0.25886 0.41176 0.79654  0.296
5 H -0.73330 2.22276 1.04401  0.275
6 H 0.38120 0.26939 3.15876  0.276
7 H -1.20148 1.38692 3.12651  0.425
8 H 0.41591 1.98962 3.33922  0.339
9 C -0.38904 -1.88180 -2.22601  -0.620
10 C 0.56724 -0.76591 -1.87945  -0.596
11 H -0.02175 -2.91483 -2.09958  0.221
12 H -1.33725 -1.82158 -1.66277  0.201
13 H -0.58449 -1.73473 -3.31583  0.224
14 H 0.39452 0.13054 -2.53677  0.214
15 H 1.57838 -1.16193 -2.02318  0.226
16 H 0.48238 -0.37609 -0.84454  0.140

Output
**Lowest unoccupied orbital energy (spin up / spin down)**: -3.65 / -11.85 eV
**<S²>**: 0.7533
**Charge**: +1
**Highest occupied orbital energy (spin up / spin down)**: -14.56 / -14.55 eV
**Multiplicity**: 2



Quick one: least stable of them? P



--- P ---
A gas-phase ion, C5H13NS2 (charge +1), computed with ωB97M-V with the def2-TZVPD basis set.

Last column: natural (NBO) charge in e.
Cartesian coordinates (Å):
1 N 1.03160 3.57162 -1.01485  -0.811
2 C 1.56374 2.22278 -0.67916  -0.214
3 C 0.32718 1.28660 -0.25947  -0.538
4 S -0.44717 0.47068 -1.74813  0.374
5 S -0.19996 -1.57841 -1.50236  0.472
6 C -1.61210 -2.05397 -0.42553  -0.533
7 C -0.88516 -2.58713 0.80617  -0.415
8 C -0.18717 -1.47943 1.68166  -0.633
9 H 1.73112 4.09304 -1.36279  0.373
10 H 0.25916 3.58041 -1.60207  0.359
11 H 2.33116 2.26880 0.14012  0.237
12 H 2.00986 1.62108 -1.44542  0.178
13 H -0.38700 2.00970 0.20778  0.268
14 H 0.50055 0.50573 0.46095  0.243
15 H -2.19885 -2.93329 -0.76847  0.283
16 H -2.17879 -1.28241 -0.06262  0.244
17 H -1.59869 -3.08184 1.43902  0.242
18 H -0.16126 -3.32309 0.44891  0.215
19 H -0.31528 -1.66693 2.71246  0.248
20 H -0.43557 -0.40906 1.44497  0.190
21 H 0.85262 -1.23487 1.52885  0.217

Output
**Lowest unoccupied orbital energy (spin up / spin down)**: -4.57 / -8.50 eV
**<S²>**: 0.7569
**Charge**: +1
**Highest occupied orbital energy (spin up / spin down)**: -13.23 / -13.21 eV
**Multiplicity**: 2



--- Q ---
A gas-phase ion, C5H13NS2 (charge +1), computed with ωB97M-V with the def2-TZVPD basis set.

Last column: natural (NBO) charge in e.
Cartesian coordinates (Å):
1 N -2.56253 -3.37193 -0.84506  -0.829
2 C -1.13867 -3.00353 -1.24598  -0.234
3 C -0.91021 -1.51555 -0.71738  -0.545
4 S 0.78736 -1.48544 -0.07453  0.333
5 S 1.13114 0.39019 -0.26967  0.530
6 C 1.05520 1.27836 1.29894  -0.617
7 C 1.80787 2.49581 1.11944  -0.446
8 C 0.96590 3.46629 0.23453  -0.605
9 H -3.09146 -3.80270 -1.66837  0.389
10 H -2.51247 -4.16561 -0.14343  0.380
11 H -0.81777 -3.04431 -2.28877  0.222
12 H -0.52853 -3.67475 -0.67351  0.193
13 H -1.57787 -1.26235 0.14490  0.273
14 H -1.15445 -0.86372 -1.54577  0.259
15 H 1.30026 0.75248 2.21050  0.280
16 H -0.01186 1.55347 1.79972  0.292
17 H 2.05805 2.95708 2.03335  0.249
18 H 2.87838 2.35638 0.55794  0.218
19 H 1.69879 4.22942 -0.11174  0.242
20 H 0.06250 3.86620 0.82322  0.228
21 H 0.56037 2.84421 -0.63835  0.191

Output
**Lowest unoccupied orbital energy (spin up / spin down)**: -3.16 / -7.95 eV
**<S²>**: 0.7550
**Charge**: +1
**Highest occupied orbital energy (spin up / spin down)**: -13.41 / -13.31 eV
**Multiplicity**: 2



Quick one: least stable of them? P